No. 1
ORCA calculation (ωB97M-V/def2-TZVPD) on a structure of composition C15H19BrSiW.

Structure (XYZ):
```
37
Properties=species:S:1:pos:R:3
W 0.34561 -0.19773 -1.98774
Br 1.07915 -2.39652 -0.92081
Si 0.45922 0.10709 3.13663
C 1.04785 1.42586 -3.11871
C 0.66841 0.38640 0.05428
C -1.10651 -0.74503 3.70051
C 0.86512 -0.71896 -3.99259
C 0.32513 1.79365 3.94709
C 0.64141 0.26015 1.29484
C -1.92932 -1.35599 -1.10341
C 2.06302 -0.66515 -3.21331
C -2.22543 0.54023 -2.41412
C -1.91562 -0.18709 -0.25802
C 1.91245 -0.83328 3.85807
C 2.16352 0.65704 -2.63110
C -2.06196 -0.88332 -2.46719
C -2.09712 0.97519 -1.05587
C 0.26891 0.58972 -3.99257
H -0.61393 2.28930 3.68105
H -2.01816 -0.18135 3.43865
H -1.21907 -1.77751 3.33876
H -1.90931 -2.39008 -0.74686
H -2.53143 1.16658 -3.25191
H 1.14353 2.43446 3.61729
H 0.56423 -1.57963 -4.57098
H -1.81165 -0.23002 0.82661
H 0.88147 2.49722 -2.92855
H -2.21190 -1.48748 -3.35264
H 3.03190 1.04747 -2.11084
H -1.01991 -0.77041 4.80119
H 2.85709 -1.39544 -3.21388
H -0.47625 0.96673 -4.69873
H 0.36111 1.71191 5.03831
H 1.88825 -0.79263 4.95973
H 1.89095 -1.89045 3.54039
H -2.16763 2.01813 -0.70341
H 2.85687 -0.38908 3.49984
```

Results
highest occupied orbital energy (spin up / spin down) = -6.73 / -7.83 eV
spin multiplicity = 3
E_LUMO (spin up / spin down) = -0.9 / -1.2 eV
electronic energy = -3513.43238 a.u.
Kohn-Sham gap (spin up / spin down) = 5.80 / 6.62 eV

---

No. 2
ORCA calculation (ωB97M-V/def2-TZVPD) on an isolated molecule of C23H29N3O3.

Structure (XYZ):
```
58
Properties=species:S:1:pos:R:3
O 0.51630 -0.53677 -0.49573
O -1.23834 -1.25856 -3.63276
O 2.60625 0.60165 -6.16574
N 0.17361 -2.60435 -2.50286
N -0.50344 -2.24357 0.61953
N 2.18584 2.20455 -4.58041
C -1.36057 -0.31643 2.84699
C -1.40284 2.16669 3.94975
C 2.17934 -3.42551 0.47308
C 1.48470 -2.89245 -1.92690
C 0.41609 0.81493 2.43327
C -0.12371 -0.95297 0.45713
C 1.32060 2.41698 -3.43173
C -1.03608 3.50569 3.83418
C 1.10496 -0.80651 -3.87213
C 0.68083 0.42781 -4.65813
C -1.38985 1.25060 1.38007
C 1.18256 -3.67855 -0.64381
C -2.47565 2.67355 6.05095
C -0.09302 -1.56274 -3.33636
C -0.28835 -3.35411 -0.30874
C -2.10653 4.00398 5.92823
C -0.91012 -3.14055 -1.68915
C -1.02191 1.19654 2.89182
C -2.12454 1.76036 5.06553
C -0.54230 -0.03128 1.56105
C 1.93071 1.05532 -5.26514
C -1.38491 4.41862 4.81567
C 0.10846 1.53614 -3.76678
H -0.62519 2.11744 -4.32540
H -3.03854 2.34439 6.91493
H 3.18110 -3.73141 0.16804
H -2.41395 -0.56911 2.70974
H -1.09483 5.45652 4.71448
H -1.74338 -2.44097 -1.68387
H -0.87940 -0.93925 3.60421
H -0.47373 3.83174 2.96664
H 1.80343 2.09569 -2.50306
H 3.05846 2.68531 -4.72097
H 1.19061 -4.74472 -0.88951
H 2.10227 -3.47427 -2.61560
H 1.05295 3.46861 -3.32898
H 1.91940 -3.98616 1.37273
H 2.21598 -2.36525 0.72580
H -0.74652 -4.21233 0.18210
H -1.03321 -2.44451 1.44971
H 2.00726 -1.97069 -1.67819
H -0.93034 2.04416 0.79231
H -2.44207 1.10588 1.13373
H 1.70790 -1.46891 -4.49947
H 1.02336 0.26982 3.15698
H 1.73445 -0.50873 -3.02853
H 0.98225 1.58361 1.90895
H -0.00539 0.13338 -5.44925
H -2.37955 4.71709 6.69503
H -2.41472 0.72083 5.16265
H -0.37701 1.14532 -2.87524
H -1.26969 -4.09256 -2.09086
```

Results
highest occupied orbital energy = -8.92 eV
E_LUMO = 0.4 eV
electronic energy = -1283.83247 a.u.
Kohn-Sham gap = 9.29 eV

---

No. 3
ORCA calculation (ωB97M-V/def2-TZVPD) on a structure of composition C21H22FN4O12S2.

Structure (XYZ):
```
62
Properties=species:S:1:pos:R:3
S 3.05071 4.26337 -1.00805
S 2.11318 5.53314 -3.13039
F 0.34269 7.18224 -2.18695
O 2.61525 3.75856 0.26279
O 0.42590 -3.05832 -0.04517
O 3.34302 6.28092 -3.27055
O -3.05354 -5.82604 4.41708
O 1.95485 4.54754 -4.16238
O 1.05184 -4.37295 1.54352
O -2.07472 -2.10144 -3.65370
O 4.09970 6.02878 1.58449
O -3.91387 -5.29628 6.31666
O -2.49899 -0.13254 -4.40693
O 3.97637 6.42389 0.22578
O 3.63605 3.22724 -1.81222
N 1.80945 5.02533 -1.64914
N -3.21755 -5.06219 5.34807
N 0.30266 -4.05396 0.63955
N -1.82895 -0.90771 -3.75500
C 1.20948 -0.77466 -1.61255
C 1.50635 0.58284 -1.65134
C -0.66142 -0.38361 -3.03921
C -1.13339 -2.21143 4.14356
C -3.03248 -6.52767 -0.10784
C -1.04952 -6.04094 1.15271
C 1.25805 7.91814 -4.15775
C 0.71606 1.45210 -2.39196
C -2.05197 -1.65068 6.29518
C 0.11933 -1.26095 -2.31238
C 0.75889 6.73129 -3.42562
C -1.75947 -3.44494 4.19631
C -0.37489 0.97081 -3.09419
C -2.15030 -6.84384 0.91585
C -1.28133 -1.31364 5.19063
C -0.85036 -4.92448 0.36447
C -2.53067 -3.76171 5.29850
C -1.71545 -4.59640 -0.66412
C -2.68294 -2.88153 6.35294
C -2.81189 -5.40819 -0.89939
C 4.38691 5.41160 -0.62453
H -0.36618 -6.28968 1.95074
H 0.95471 2.50706 -2.41684
H -0.09822 6.25491 -3.87289
H 5.18794 4.79955 -0.22793
H 4.75814 5.88659 -1.51415
H -1.64539 -4.14525 3.38165
H -0.79552 -0.34835 5.14492
H 0.42851 8.61140 -4.21362
H 2.35367 0.97373 -1.10381
H -0.11319 -2.31032 -2.28435
H -2.16403 -0.95088 7.11132
H -3.49779 -5.16245 -1.69770
H 2.04935 8.40375 -3.61829
H -3.28497 -3.14341 7.20951
H -1.55012 -3.72217 -1.27725
H -3.89635 -7.15359 -0.28766
H 1.55115 7.69151 -5.16942
H 4.14283 5.05854 1.59121
H 1.82659 -1.44575 -1.03942
H -0.98899 1.64663 -3.66944
H -0.53174 -1.94926 3.28420
H -2.32344 -7.71426 1.53253
```

Results
highest occupied orbital energy = -6.40 eV
E_LUMO = 0.7 eV
charge = -1
electronic energy = -2831.25673 a.u.
Kohn-Sham gap = 7.15 eV

---

Question: Which value of electronic energy does entry 2 give?
Answer: -1283.83247 a.u.

---

Please write out number 1 again, unchanged.
ORCA calculation (ωB97M-V/def2-TZVPD) on a structure of composition C15H19BrSiW.

Structure (XYZ):
```
37
Properties=species:S:1:pos:R:3
W 0.34561 -0.19773 -1.98774
Br 1.07915 -2.39652 -0.92081
Si 0.45922 0.10709 3.13663
C 1.04785 1.42586 -3.11871
C 0.66841 0.38640 0.05428
C -1.10651 -0.74503 3.70051
C 0.86512 -0.71896 -3.99259
C 0.32513 1.79365 3.94709
C 0.64141 0.26015 1.29484
C -1.92932 -1.35599 -1.10341
C 2.06302 -0.66515 -3.21331
C -2.22543 0.54023 -2.41412
C -1.91562 -0.18709 -0.25802
C 1.91245 -0.83328 3.85807
C 2.16352 0.65704 -2.63110
C -2.06196 -0.88332 -2.46719
C -2.09712 0.97519 -1.05587
C 0.26891 0.58972 -3.99257
H -0.61393 2.28930 3.68105
H -2.01816 -0.18135 3.43865
H -1.21907 -1.77751 3.33876
H -1.90931 -2.39008 -0.74686
H -2.53143 1.16658 -3.25191
H 1.14353 2.43446 3.61729
H 0.56423 -1.57963 -4.57098
H -1.81165 -0.23002 0.82661
H 0.88147 2.49722 -2.92855
H -2.21190 -1.48748 -3.35264
H 3.03190 1.04747 -2.11084
H -1.01991 -0.77041 4.80119
H 2.85709 -1.39544 -3.21388
H -0.47625 0.96673 -4.69873
H 0.36111 1.71191 5.03831
H 1.88825 -0.79263 4.95973
H 1.89095 -1.89045 3.54039
H -2.16763 2.01813 -0.70341
H 2.85687 -0.38908 3.49984
```

Results
highest occupied orbital energy (spin up / spin down) = -6.73 / -7.83 eV
spin multiplicity = 3
E_LUMO (spin up / spin down) = -0.9 / -1.2 eV
electronic energy = -3513.43238 a.u.
Kohn-Sham gap (spin up / spin down) = 5.80 / 6.62 eV

---

Please write out number 3 again, unchanged.
ORCA calculation (ωB97M-V/def2-TZVPD) on a structure of composition C21H22FN4O12S2.

Structure (XYZ):
```
62
Properties=species:S:1:pos:R:3
S 3.05071 4.26337 -1.00805
S 2.11318 5.53314 -3.13039
F 0.34269 7.18224 -2.18695
O 2.61525 3.75856 0.26279
O 0.42590 -3.05832 -0.04517
O 3.34302 6.28092 -3.27055
O -3.05354 -5.82604 4.41708
O 1.95485 4.54754 -4.16238
O 1.05184 -4.37295 1.54352
O -2.07472 -2.10144 -3.65370
O 4.09970 6.02878 1.58449
O -3.91387 -5.29628 6.31666
O -2.49899 -0.13254 -4.40693
O 3.97637 6.42389 0.22578
O 3.63605 3.22724 -1.81222
N 1.80945 5.02533 -1.64914
N -3.21755 -5.06219 5.34807
N 0.30266 -4.05396 0.63955
N -1.82895 -0.90771 -3.75500
C 1.20948 -0.77466 -1.61255
C 1.50635 0.58284 -1.65134
C -0.66142 -0.38361 -3.03921
C -1.13339 -2.21143 4.14356
C -3.03248 -6.52767 -0.10784
C -1.04952 -6.04094 1.15271
C 1.25805 7.91814 -4.15775
C 0.71606 1.45210 -2.39196
C -2.05197 -1.65068 6.29518
C 0.11933 -1.26095 -2.31238
C 0.75889 6.73129 -3.42562
C -1.75947 -3.44494 4.19631
C -0.37489 0.97081 -3.09419
C -2.15030 -6.84384 0.91585
C -1.28133 -1.31364 5.19063
C -0.85036 -4.92448 0.36447
C -2.53067 -3.76171 5.29850
C -1.71545 -4.59640 -0.66412
C -2.68294 -2.88153 6.35294
C -2.81189 -5.40819 -0.89939
C 4.38691 5.41160 -0.62453
H -0.36618 -6.28968 1.95074
H 0.95471 2.50706 -2.41684
H -0.09822 6.25491 -3.87289
H 5.18794 4.79955 -0.22793
H 4.75814 5.88659 -1.51415
H -1.64539 -4.14525 3.38165
H -0.79552 -0.34835 5.14492
H 0.42851 8.61140 -4.21362
H 2.35367 0.97373 -1.10381
H -0.11319 -2.31032 -2.28435
H -2.16403 -0.95088 7.11132
H -3.49779 -5.16245 -1.69770
H 2.04935 8.40375 -3.61829
H -3.28497 -3.14341 7.20951
H -1.55012 -3.72217 -1.27725
H -3.89635 -7.15359 -0.28766
H 1.55115 7.69151 -5.16942
H 4.14283 5.05854 1.59121
H 1.82659 -1.44575 -1.03942
H -0.98899 1.64663 -3.66944
H -0.53174 -1.94926 3.28420
H -2.32344 -7.71426 1.53253
```

Results
highest occupied orbital energy = -6.40 eV
E_LUMO = 0.7 eV
charge = -1
electronic energy = -2831.25673 a.u.
Kohn-Sham gap = 7.15 eV

---

Question: Which value of electronic energy does entry 1 give?
Answer: -3513.43238 a.u.